# 1
C5H8O3 | wB97M-V/def2-TZVPD

Geometry as XYZ:
```
16
Properties=species:S:1:pos:R:3:mulliken_charge:R:1
C -1.07 -0.26 0.27 0.454
C -0.10 -1.23 -0.20 -0.677
C 1.84 -0.45 -0.21 -0.210
C 1.63 0.91 -0.41 -0.111
C -0.55 1.21 0.53 -0.931
H -3.14 -0.25 -0.38 0.391
H -1.46 -0.70 1.13 0.376
H 0.05 -1.34 -1.38 0.368
H -0.81 -2.18 -0.14 0.271
H 2.87 -0.86 -0.17 0.320
H 2.50 1.63 -0.77 0.274
H -1.27 1.92 0.68 0.470
H -0.17 1.26 1.55 0.424
O -1.90 -0.01 -0.69 -0.669
O 1.09 -1.34 0.40 -0.365
O 0.51 1.70 -0.21 -0.385
```

Results
HOMO (hartree): -0.295
ΔE to the lowest compared entry with this formula, charge and spin (kcal/mol): 150.8
LUMO (eV): -0.073

=====

# 2
C5H8O3 | wB97M-V/def2-TZVPD

Geometry as XYZ:
```
16
Properties=species:S:1:pos:R:3:mulliken_charge:R:1
C -0.40 1.93 -0.63 -0.936
C -0.07 0.76 -0.10 0.131
C -0.62 -0.22 0.81 0.324
C -1.65 -1.19 0.33 -1.135
O 0.92 -0.97 0.81 -0.579
C 1.29 -0.13 -0.21 0.702
O 2.43 0.64 0.04 -0.507
O 1.36 -0.72 -1.48 -0.494
H 0.30 2.45 -1.27 0.283
H -1.39 2.36 -0.47 0.285
H -0.71 0.07 1.86 0.308
H -1.35 -1.69 -0.60 0.323
H -1.86 -1.95 1.09 0.318
H -2.59 -0.65 0.13 0.304
H 2.39 0.79 1.00 0.334
H 1.95 -1.47 -1.33 0.338
```

Results
HOMO (hartree): -0.360
ΔE to the lowest compared entry with this formula, charge and spin (kcal/mol): 55.2
SMILES: C=C1[C@@H](C)OC1(O)O
LUMO (eV): 0.830

=====

# 3
C5H8O3 | wB97M-V/def2-TZVPD

Geometry as XYZ:
```
16
Properties=species:S:1:pos:R:3:mulliken_charge:R:1
C 1.85 0.15 0.00 -0.300
O 0.90 1.16 -0.65 -0.459
C -0.29 1.50 0.12 -0.528
C -0.99 0.30 0.68 0.169
O -2.21 -0.06 -0.04 -0.419
C -1.06 -0.66 -0.57 -0.146
C 0.19 -1.53 -0.12 -0.607
O 1.18 -0.92 0.58 -0.302
H 2.35 0.00 -0.86 0.323
H 2.32 0.83 0.75 0.383
H 0.23 1.86 1.05 0.280
H -1.04 2.42 -0.10 0.312
H -0.77 -0.06 1.75 0.311
H -0.76 -0.62 -1.54 0.361
H -0.06 -2.54 0.35 0.294
H 0.56 -1.90 -1.16 0.330
```

Results
HOMO (hartree): -0.320
ΔE to the lowest compared entry with this formula, charge and spin (kcal/mol): 165.8
SMILES: C1OC[C@H]2O[C@@H]2CO1
LUMO (eV): 0.896

=====

# 4
C5H8O3 | wB97M-V/def2-TZVPD

Geometry as XYZ:
```
16
Properties=species:S:1:pos:R:3:mulliken_charge:R:1
C -0.04 0.93 1.36 0.515
C -0.21 0.47 -0.13 -0.273
C 1.18 -0.10 -0.75 -0.678
C 0.61 -0.81 -2.00 -0.571
C -1.19 -0.60 -0.51 -0.082
H -0.35 -1.16 1.98 0.363
H -0.43 1.14 -0.87 0.444
H 1.94 0.61 -0.66 0.512
H 1.83 -0.95 -0.18 0.244
H 1.47 -1.75 -2.23 0.166
H 0.33 -0.60 -2.81 0.516
H -0.93 -1.69 0.51 -0.005
H -2.27 -0.33 -0.94 0.217
O -0.13 -0.03 2.25 -0.526
O 0.25 2.03 1.51 -0.466
O -0.58 -1.32 -1.59 -0.376
```

Results
HOMO (hartree): -0.351
ΔE to the lowest compared entry with this formula, charge and spin (kcal/mol): 159.6
LUMO (eV): 0.009

=====

# 5
C5H8O3 | wB97M-V/def2-TZVPD

Geometry as XYZ:
```
16
Properties=species:S:1:pos:R:3:mulliken_charge:R:1
C -1.19 0.95 1.81 -0.923
C 0.11 0.35 1.42 -0.365
C 0.37 -0.05 0.09 0.729
C 1.36 -1.12 -0.36 -0.699
O 2.39 -0.57 -1.10 -0.489
O -0.17 0.73 -0.91 -0.336
C -1.05 0.19 -1.87 0.108
O -1.56 -0.92 -1.74 -0.462
H -1.70 0.39 2.57 0.291
H -1.79 0.97 0.84 0.192
H -1.03 1.89 2.33 0.291
H 0.94 -0.02 1.96 0.361
H 1.80 -1.57 0.54 0.363
H 0.86 -1.92 -1.01 0.229
H 1.97 -0.22 -1.89 0.324
H -1.33 0.90 -2.67 0.385
```

Results
HOMO (hartree): -0.326
ΔE to the lowest compared entry with this formula, charge and spin (kcal/mol): 56.2
SMILES: C/C=C(/CO)OC=O
LUMO (eV): 0.724

=====

# 6
C5H8O3 | wB97M-V/def2-TZVPD

Geometry as XYZ:
```
16
Properties=species:S:1:pos:R:3:mulliken_charge:R:1
C 1.88 -0.05 -0.04 -0.665
C -2.41 0.00 0.70 -1.208
C -0.45 0.26 -0.97 0.291
C -1.07 0.03 0.09 0.298
C 0.47 -0.53 0.91 0.243
O 0.08 0.40 -2.15 -0.481
O 2.19 1.31 -0.20 -0.510
O 0.50 -1.74 1.20 -0.655
H 0.19 -0.46 -2.59 0.392
H 1.73 1.65 -0.98 0.334
H 2.58 -0.45 0.69 0.373
H 2.02 -0.66 -0.94 0.326
H 0.55 0.27 1.67 0.315
H -2.42 0.61 1.61 0.306
H -2.66 -1.03 0.97 0.298
H -3.18 0.39 0.03 0.344
```

Results
HOMO (hartree): -0.294
ΔE to the lowest compared entry with this formula, charge and spin (kcal/mol): 134.2
LUMO (eV): 0.007

=====

# 7
C5H8O3 | wB97M-V/def2-TZVPD

Geometry as XYZ:
```
16
Properties=species:S:1:pos:R:3:mulliken_charge:R:1
O -1.96 -1.21 -0.59 -0.574
C -1.26 0.00 -0.51 -0.065
C -1.28 1.00 0.76 -0.798
C -0.03 0.06 0.34 0.634
C 0.97 0.90 -0.29 -0.457
O 2.13 0.19 -0.45 -0.420
C 1.62 -1.27 0.13 -0.276
O 0.39 -1.04 0.84 -0.471
H -1.57 -1.86 0.14 0.362
H -1.34 0.47 -1.48 0.347
H -1.21 2.16 0.39 0.224
H -1.85 0.70 1.61 0.340
H 0.82 1.89 -1.15 0.204
H 1.06 1.66 0.40 0.385
H 2.29 -1.82 0.73 0.306
H 1.22 -1.83 -0.85 0.258
```

Results
HOMO (hartree): -0.324
ΔE to the lowest compared entry with this formula, charge and spin (kcal/mol): 144.7
SMILES: O[C@H]1C[C@]12COCO2
LUMO (eV): 0.707

=====

# 8
C5H8O3 | wB97M-V/def2-TZVPD

Geometry as XYZ:
```
16
Properties=species:S:1:pos:R:3:mulliken_charge:R:1
C 1.02 -1.76 0.04 -1.221
C 1.30 1.39 -0.18 -1.438
C -1.37 -0.94 -0.18 0.594
C -0.08 -0.76 0.21 -0.185
C 0.10 0.68 0.37 0.779
O -1.37 0.85 -0.52 -0.277
O -2.51 1.52 0.14 -0.340
O -2.38 -1.54 -0.29 -0.549
H -3.18 0.82 0.06 0.324
H -0.28 1.12 1.29 0.272
H 1.60 -1.89 0.96 0.316
H 0.61 -2.73 -0.24 0.370
H 1.72 -1.47 -0.76 0.272
H 1.13 2.47 -0.17 0.378
H 2.17 1.18 0.45 0.351
H 1.53 1.07 -1.20 0.354
```

Results
HOMO (hartree): -0.302
ΔE to the lowest compared entry with this formula, charge and spin (kcal/mol): 126.0
LUMO (eV): 0.812

=====

# 9
C5H8O3S | wB97M-V/def2-TZVPD

Geometry as XYZ:
```
17
Properties=species:S:1:pos:R:3:mulliken_charge:R:1
O 2.41 0.47 1.88 -0.602
C 1.32 0.45 1.27 0.507
C 0.12 -0.35 1.63 -0.673
C -0.60 -1.26 0.66 -0.449
S -0.90 -0.27 -0.76 1.026
O -2.00 0.71 -0.51 -0.643
O -0.89 -1.15 -1.95 -0.694
C 0.56 0.61 -1.22 -0.529
C 1.27 1.11 0.07 -0.536
H -0.48 0.54 1.92 0.359
H 0.01 -0.97 2.60 0.300
H -1.58 -1.69 1.09 0.373
H 0.09 -2.17 0.38 0.288
H 1.09 -0.19 -1.88 0.365
H -0.09 1.41 -1.82 0.295
H 0.83 2.20 0.36 0.263
H 2.35 1.45 -0.25 0.352
```

Results
HOMO (hartree): -0.380
ΔE to the lowest compared entry with this formula, charge and spin (kcal/mol): 73.9
SMILES: O=C1CCS(=O)(=O)CC1
LUMO (eV): 0.170

=====

# 10
C5H8O4 | wB97M-V/def2-TZVPD

Geometry as XYZ:
```
17
Properties=species:S:1:pos:R:3:mulliken_charge:R:1
C 0.83 -1.72 0.16 -1.572
C 0.39 -0.29 0.14 0.178
C 1.16 0.71 -0.37 0.595
O 0.90 2.00 -0.21 -0.708
O 2.35 0.44 -0.94 -0.486
C -0.95 0.05 0.77 -0.029
O -1.14 1.44 1.05 -0.738
C -1.81 -0.21 -0.43 0.164
O -2.43 0.76 -0.87 -0.569
H 0.24 -2.36 0.82 0.370
H 0.79 -2.17 -0.83 0.292
H 1.87 -1.80 0.51 0.407
H -0.06 2.02 0.37 0.445
H 2.75 1.28 -1.19 0.341
H -1.17 -0.57 1.64 0.406
H -1.88 1.63 0.27 0.503
H -1.85 -1.21 -0.89 0.401
```

Results
HOMO (hartree): -0.293
ΔE to the lowest compared entry with this formula, charge and spin (kcal/mol): 41.5
SMILES: CC(=C(O)O)[C@@H](O)C=O
LUMO (eV): 0.675

=====

# 11
C5H8O6Ru | wB97M-V/def2-TZVPD

Geometry as XYZ:
```
20
Properties=species:S:1:pos:R:3:mulliken_spin:R:1
O -1.42 2.67 0.32 1.308
C -0.56 1.72 0.20 -0.039
O 0.71 0.15 1.54 0.072
C 1.78 -0.36 1.02 -0.035
C 0.34 1.53 1.44 0.103
O 2.90 0.27 1.11 0.991
O 1.79 -1.32 0.27 0.150
H 0.08 1.93 -0.69 0.140
H 1.21 2.19 1.37 -0.008
H -0.23 1.76 2.35 -0.001
O -3.05 -0.38 -2.09 0.091
C -1.86 -0.76 -1.70 0.012
C -1.83 -2.24 -1.43 -0.026
O -0.65 -2.83 -1.29 -0.357
H -3.06 0.51 -2.48 -0.002
H -1.08 0.53 -0.57 0.337
H -2.39 -2.83 -2.21 -0.051
H -2.48 -2.50 -0.55 -0.020
Ru 1.11 -2.90 -0.43 3.299
H -1.05 -0.43 -2.37 0.035
```

Results
Spin multiplicity: 7
Charge: +4
HOMO (spin up / spin down) (hartree): -1.009 / -1.012
LUMO (spin up / spin down) (eV): -20.170 / -21.230

=====

# 12
C5H8OS | wB97M-V/def2-TZVPD

Geometry as XYZ:
```
15
Properties=species:S:1:pos:R:3:mulliken_charge:R:1
C -1.12 1.20 0.77 -0.503
C -0.03 0.54 1.19 -0.241
C -1.01 1.39 -0.72 -0.362
C 0.79 0.26 0.05 0.194
C 0.16 -2.24 -0.06 -0.949
O 0.24 0.82 -1.07 -0.376
S 2.53 0.10 0.06 -0.242
H -1.96 1.54 1.34 0.438
H 0.22 0.23 2.18 0.468
H -1.80 0.87 -1.27 0.235
H -1.02 2.45 -1.02 0.280
H -0.90 -2.18 0.12 0.267
H 0.78 -2.57 0.74 0.337
H 0.48 -2.45 -1.06 0.322
H 2.64 0.03 -1.26 0.131
```

Results
HOMO (spin up / spin down) (hartree): -0.286 / -0.241
ΔE to the lowest compared entry with this formula, charge and spin (kcal/mol): 88.4
LUMO (spin up / spin down) (eV): 0.538 / 0.646